Entry 1:
This record from the OMol25 dataset describes a structure of composition C13H24AgN6NbO. The level of theory is ωB97M-V/def2-TZVPD.

XYZ file:
```
46
C13H24AgN6NbO | the OMol25 dataset | ωB97M-V/def2-TZVPD
Ag 0.872 0.901 -2.914
Nb 0.100 -0.107 -0.184
O 4.237 -1.132 0.793
N 0.025 0.746 6.344
N -0.102 1.704 -1.107
N -0.461 -0.387 4.182
N 2.025 -0.470 0.159
N -0.659 -1.626 -1.260
N -0.324 -0.082 1.782
C -0.178 0.270 5.290
C 0.453 3.086 -1.103
C -0.149 -3.167 0.602
C 1.961 2.997 -0.913
C -1.597 1.625 -1.172
C 3.135 -0.823 0.520
C -1.706 -3.862 -1.220
C -0.455 -3.044 -0.890
C 0.734 -3.581 -1.692
C -0.347 -0.053 2.987
C 0.115 3.714 -2.468
C -0.162 3.930 0.011
C -1.153 -1.438 -2.628
H 1.643 -3.000 -1.477
H -1.959 0.649 -0.748
H -1.878 -3.924 -2.298
H 2.223 2.484 0.020
H -2.589 -3.425 -0.745
H -2.064 2.428 -0.585
H -1.232 4.121 -0.150
H 0.638 4.676 -2.567
H 0.331 4.913 0.010
H -1.579 -4.882 -0.835
H -1.938 1.688 -2.218
H -0.770 -2.235 -3.274
H -2.251 -1.420 -2.666
H -0.808 -0.485 -3.062
H 2.444 2.468 -1.745
H 0.537 -3.531 -2.769
H 0.904 -4.631 -1.411
H 0.445 3.070 -3.307
H -1.005 -2.841 1.217
H 0.038 -4.232 0.825
H -0.006 3.472 0.998
H -0.969 3.866 -2.572
H 0.757 -2.594 0.879
H 2.367 4.018 -0.893
```

Values from the calculation:
Frontier orbital gap (alpha / beta), eV: 6.448 / 6.450
Total charge: +2
Energy relative to the best compared isomer or geometry (same formula, charge and spin), eV: 0.000

Charges computed using Mulliken, reported in e: 0.52 1.54 -0.36 -0.31 0.44 -0.35 -0.73 0.41 -0.72 0.41 0.51 -1.59 -1.43 -1.04 0.68 -1.56 0.86 -1.26 0.53 -1.26 -1.58 -0.91 0.28 0.48 0.38 0.28 0.41 0.35 0.48 0.45 0.47 0.46 0.36 0.47 0.34 0.10 0.34 0.36 0.44 0.31 0.35 0.54 0.35 0.39 0.34 0.48


Entry 2:
This record from the OMol25 dataset describes a cluster of 6 separate species, C5H21Br4N3O3 in total. The level of theory is ωB97M-V/def2-TZVPD.

XYZ file:
```
36
C5H21Br4N3O3 | the OMol25 dataset | ωB97M-V/def2-TZVPD
Br 0.368 -4.143 2.278
Br -3.254 -1.175 1.771
Br -3.442 -3.599 -1.324
Br -2.325 0.557 -3.294
O -0.289 0.233 -0.202
O 0.524 2.363 -0.034
O 1.432 0.750 1.139
N 0.672 4.197 -2.026
N 3.246 2.956 1.113
N 2.444 -1.759 1.488
C -1.443 -1.873 2.334
C 0.568 1.134 0.304
C -2.477 -1.857 -1.761
C -3.153 -1.239 -3.008
C -1.142 -3.170 1.518
H -0.725 0.795 -0.847
H 0.634 3.576 -1.230
H -1.394 -1.938 -1.846
H 3.095 3.763 1.701
H 2.107 -2.473 2.118
H -0.976 -3.033 0.449
H -2.023 -3.782 1.712
H 3.446 -1.886 1.460
H -4.193 -1.080 -2.726
H 2.352 2.506 0.984
H -1.450 -2.064 3.408
H 2.099 -0.867 1.813
H -2.953 -1.741 -3.955
H 0.078 3.722 -2.690
H 0.282 5.112 -1.853
H 2.122 -1.789 0.532
H 1.570 4.368 -2.454
H -0.785 -1.004 2.313
H 3.666 3.227 0.235
H 3.853 2.294 1.576
H -2.533 -1.083 -0.996
```

Values from the calculation:
Frontier orbital gap (alpha / beta), eV: 10.143 / 4.330
Total charge: +3
Energy relative to the best compared isomer or geometry (same formula, charge and spin), eV: 0.000
Multiplicity: 2

Charges computed using Mulliken, reported in e: -0.11 0.02 0.29 -0.13 -0.09 -0.99 -0.91 -0.39 -0.34 -0.26 -0.40 0.77 -0.52 -0.64 -0.50 0.16 0.35 0.52 0.40 0.16 0.12 0.49 0.40 0.46 0.13 0.54 0.39 0.47 0.34 0.42 0.33 0.39 0.18 0.37 0.37 0.23


Entry 3:
This record from the OMol25 dataset describes an isolated molecule of C3H3N5. The level of theory is ωB97M-V/def2-TZVPD.

XYZ file:
```
11
C3H3N5 | the OMol25 dataset | ωB97M-V/def2-TZVPD
N -0.647 1.138 1.184
N -0.920 -1.343 -0.413
N 1.918 0.746 -0.917
N -0.952 -1.245 1.005
N 0.077 1.587 0.270
C -0.791 -0.179 1.682
C -0.247 -0.441 -1.104
C 0.763 0.476 -0.557
H 2.242 0.137 -1.590
H -1.075 -0.365 2.647
H -0.369 -0.512 -2.208
```

Values from the calculation:
Frontier orbital gap, eV: 8.628
Total charge: 0
Energy relative to the best compared isomer or geometry (same formula, charge and spin), eV: 3.784

Charges computed using Mulliken, reported in e: -0.21 -0.31 -0.55 -0.33 -0.12 0.02 -0.08 0.43 0.27 0.44 0.42


Entry 4:
This record from the OMol25 dataset describes a structure of composition C45H39InN3O4P2S. The level of theory is ωB97M-V/def2-TZVPD.

XYZ file:
```
95
C45H39InN3O4P2S | the OMol25 dataset | ωB97M-V/def2-TZVPD
In 0.624 0.416 0.595
S 0.099 1.691 3.048
P -1.540 0.427 -2.609
P -2.629 -0.885 0.581
O 2.600 0.224 -2.096
O 4.675 0.453 -3.014
O 2.093 -0.291 2.287
O -3.593 -1.203 -2.146
N 1.839 -0.266 3.586
N 3.453 1.006 0.273
N 4.312 0.944 -0.836
C -3.785 2.436 3.557
C 0.927 0.618 4.087
C -2.218 -4.737 1.959
C -2.076 4.442 -3.011
C -1.168 -2.233 2.515
C 2.167 0.261 -4.484
C 1.616 -0.375 -5.590
C 0.708 0.583 5.478
C -3.496 2.712 2.228
C 1.386 -0.288 6.292
C -1.301 2.177 -2.663
C -5.059 -0.789 -3.995
C 2.089 -0.362 -3.249
C -5.943 -1.553 -1.808
C -4.368 -1.299 0.058
C -2.173 -2.360 1.552
C 2.517 -1.129 4.379
C -6.154 -1.615 -3.325
C -2.275 3.082 -3.138
C -6.963 -1.728 -0.880
C 0.979 -1.600 -5.455
C -0.146 2.683 -2.028
C -5.159 -0.197 -5.249
C -4.665 -1.371 -1.295
C 2.320 -1.165 5.729
C -3.343 0.101 3.175
C -7.541 -1.098 -3.715
C -4.114 0.545 -5.808
C 0.047 4.045 -1.919
C -3.127 1.682 1.378
C -5.416 -1.495 0.951
C -1.232 -4.600 2.924
C -3.707 1.134 4.028
C -6.702 -1.718 0.483
C 3.933 0.534 -2.072
C -2.686 -3.624 1.271
C -6.004 -3.083 -3.784
C -3.844 -0.642 -3.349
C 1.454 -1.586 -3.097
C -2.815 0.179 -3.829
C -3.053 0.370 1.842
C -0.914 4.922 -2.412
C -0.708 -3.344 3.204
C -2.957 0.771 -5.091
C 0.891 -2.202 -4.204
H 0.939 4.426 -1.440
H -2.628 -5.715 1.737
H -7.691 -1.157 -4.792
H 3.539 0.172 0.850
H -6.763 -3.705 -3.308
H -2.829 5.131 -3.370
H -0.019 1.276 5.877
H -2.164 1.388 -5.495
H 1.696 0.090 -6.564
H -7.679 -0.062 -3.398
H 2.885 -1.861 6.331
H -6.076 -0.302 -5.814
H -3.274 -0.911 3.555
H -3.932 0.920 5.065
H -6.117 -3.155 -4.868
H 3.719 1.797 0.845
H 0.398 -3.159 -4.092
H 0.566 -2.094 -6.325
H -4.228 0.966 -6.798
H 5.305 1.064 -0.714
H 0.058 -3.229 3.962
H -0.765 5.990 -2.313
H -5.227 -1.457 2.015
H 0.601 1.998 -1.648
H -8.320 -1.706 -3.260
H -0.866 -5.469 3.456
H -7.513 -1.870 1.184
H -5.021 -3.472 -3.514
H -3.551 3.730 1.863
H -7.982 -1.866 -1.214
H -0.762 -1.251 2.744
H -3.193 2.715 -3.575
H -2.888 1.894 0.339
H -4.064 3.238 4.230
H 2.681 1.206 -4.586
H -3.456 -3.744 0.520
H 1.412 -2.036 -2.112
H 1.205 -0.292 7.359
H 3.211 -1.768 3.853
```

Values from the calculation:
Frontier orbital gap, eV: 4.308
Total charge: +1
Energy relative to the best compared isomer or geometry (same formula, charge and spin), eV: 0.086

Charges computed using Mulliken, reported in e: 1.07 -0.29 1.33 0.51 -0.13 -0.60 -0.81 -0.85 0.52 -0.23 -0.27 -0.55 0.36 -0.73 -0.86 -0.43 0.00 -0.74 -0.90 -0.54 -0.22 0.92 0.35 0.20 0.35 0.07 0.34 -0.18 2.10 -0.47 -0.24 -0.60 -0.24 -0.31 0.29 -0.77 -0.27 -2.16 -1.27 -1.15 -0.67 -0.03 -0.65 -0.86 -1.63 0.26 -0.66 -1.67 -0.22 -0.36 -0.13 1.09 -0.49 -0.72 -0.56 -0.57 0.50 0.42 0.50 0.32 0.39 0.45 0.46 0.63 0.41 0.43 0.44 0.32 0.49 0.44 0.41 0.21 0.45 0.44 0.43 0.25 0.47 0.42 0.52 0.42 0.52 0.41 0.42 0.41 0.44 0.30 0.29 0.43 0.24 0.40 0.48 0.43 0.46 0.41 0.41


- The highest energy relative to the best compared isomer or geometry (same formula, charge and spin) belongs to which entry?
  C3H3N5


- The highest total charge belongs to which entry?
  C5H21Br4N3O3


Copy entry 1 word for word.
This record from the OMol25 dataset describes a structure of composition C13H24AgN6NbO. The level of theory is ωB97M-V/def2-TZVPD.

XYZ file:
```
46
C13H24AgN6NbO | the OMol25 dataset | ωB97M-V/def2-TZVPD
Ag 0.872 0.901 -2.914
Nb 0.100 -0.107 -0.184
O 4.237 -1.132 0.793
N 0.025 0.746 6.344
N -0.102 1.704 -1.107
N -0.461 -0.387 4.182
N 2.025 -0.470 0.159
N -0.659 -1.626 -1.260
N -0.324 -0.082 1.782
C -0.178 0.270 5.290
C 0.453 3.086 -1.103
C -0.149 -3.167 0.602
C 1.961 2.997 -0.913
C -1.597 1.625 -1.172
C 3.135 -0.823 0.520
C -1.706 -3.862 -1.220
C -0.455 -3.044 -0.890
C 0.734 -3.581 -1.692
C -0.347 -0.053 2.987
C 0.115 3.714 -2.468
C -0.162 3.930 0.011
C -1.153 -1.438 -2.628
H 1.643 -3.000 -1.477
H -1.959 0.649 -0.748
H -1.878 -3.924 -2.298
H 2.223 2.484 0.020
H -2.589 -3.425 -0.745
H -2.064 2.428 -0.585
H -1.232 4.121 -0.150
H 0.638 4.676 -2.567
H 0.331 4.913 0.010
H -1.579 -4.882 -0.835
H -1.938 1.688 -2.218
H -0.770 -2.235 -3.274
H -2.251 -1.420 -2.666
H -0.808 -0.485 -3.062
H 2.444 2.468 -1.745
H 0.537 -3.531 -2.769
H 0.904 -4.631 -1.411
H 0.445 3.070 -3.307
H -1.005 -2.841 1.217
H 0.038 -4.232 0.825
H -0.006 3.472 0.998
H -0.969 3.866 -2.572
H 0.757 -2.594 0.879
H 2.367 4.018 -0.893
```

Values from the calculation:
Frontier orbital gap (alpha / beta), eV: 6.448 / 6.450
Total charge: +2
Energy relative to the best compared isomer or geometry (same formula, charge and spin), eV: 0.000

Charges computed using Mulliken, reported in e: 0.52 1.54 -0.36 -0.31 0.44 -0.35 -0.73 0.41 -0.72 0.41 0.51 -1.59 -1.43 -1.04 0.68 -1.56 0.86 -1.26 0.53 -1.26 -1.58 -0.91 0.28 0.48 0.38 0.28 0.41 0.35 0.48 0.45 0.47 0.46 0.36 0.47 0.34 0.10 0.34 0.36 0.44 0.31 0.35 0.54 0.35 0.39 0.34 0.48


- The highest total charge belongs to which entry?
  C5H21Br4N3O3